(1)
93
Properties=species:S:1:pos:R:3 method="wB97M-V/def2-TZVPD" e_tot_ha=-5745.1606 total_charge=-1
H -2.37 -9.73 -1.09
H -0.17 -1.76 1.40
H 2.61 2.91 6.90
H 3.30 0.75 8.36
C -2.33 5.51 -3.03
H 0.61 -4.71 -2.02
F -2.08 2.18 -0.68
H 0.95 -8.40 0.16
H -3.22 5.76 -2.44
H 1.17 1.43 8.52
C -2.86 -8.79 -0.83
O 2.14 -1.33 2.21
C 0.08 -8.60 -0.48
H -1.97 5.95 -6.33
H 0.66 -6.07 0.11
H 1.73 -0.49 1.98
N -0.80 -7.45 -0.45
O 1.32 2.99 -4.27
H -3.37 7.82 -3.49
H 1.07 3.61 6.39
H -0.17 -1.31 -2.62
H 1.29 3.29 -0.48
H -3.21 9.32 -5.37
C 0.31 0.66 5.36
C -2.03 -7.57 -1.21
Cl -2.03 0.06 0.82
O 0.66 0.20 -0.08
H 1.41 -1.47 -1.22
H 4.15 -0.54 7.51
H -1.85 -7.60 -2.29
H 1.56 3.70 8.07
C -0.66 -1.03 -1.67
H 2.46 -0.70 5.81
N -2.45 6.16 -4.32
O -1.13 0.28 -1.80
C -3.02 8.26 -5.54
P 1.59 2.08 -3.08
H 0.99 -10.09 -1.75
H 2.00 -3.26 1.60
C 3.16 -0.13 7.73
C -1.10 5.83 -2.18
O 1.27 0.52 -3.58
H -3.08 -8.80 0.25
H -3.82 -8.77 -1.36
O 3.22 2.24 -2.71
H -0.01 7.23 -5.13
F -0.27 1.99 1.04
C 0.58 -9.08 -1.84
C 0.54 -1.11 -0.62
H -0.21 -9.12 -2.59
H 0.48 5.62 -4.56
C 0.74 1.67 4.30
H -0.21 5.34 -2.57
C -2.60 7.60 -4.23
H 1.28 -6.31 -2.24
H -0.21 1.93 7.60
C 2.45 0.20 6.42
H -0.75 0.82 5.60
C 1.91 -2.25 1.15
H 0.09 -3.11 0.25
H 0.44 2.68 4.56
H -1.68 8.09 -3.87
H -2.65 -6.69 -1.02
C 0.45 -2.11 0.56
H -1.56 4.59 -5.36
P 0.36 2.81 -1.44
H -0.91 6.90 -2.11
H 3.29 1.96 -1.78
N 1.07 0.62 6.61
C 1.57 3.06 7.19
H 2.69 -2.14 0.37
Br -2.05 -2.46 -1.58
H 2.15 0.15 -3.77
H -3.94 7.81 -5.92
C 0.86 1.74 7.51
H -2.25 8.18 -6.30
H -0.43 -9.44 0.01
H 0.38 5.96 -6.28
C -1.55 5.68 -5.36
H -2.39 4.42 -3.17
P -0.71 1.19 -0.41
H 0.24 1.43 3.35
H 0.35 -0.34 4.92
H 2.61 -0.88 8.30
C 0.37 -5.78 -1.99
H 3.04 0.95 5.88
H 1.81 1.65 4.11
H -1.25 5.46 -1.17
H -0.37 -5.96 -2.78
C -0.09 6.16 -5.32
H -0.87 -5.38 -0.30
C -0.16 -6.15 -0.61
H 1.39 -8.45 -2.23

***

(2)
98
Properties=species:S:1:pos:R:3 method="wB97M-V/def2-TZVPD" e_tot_ha=-9650.8868 total_charge=+1
H -2.95 -5.08 1.13
H -3.98 -2.83 0.60
C -0.74 0.29 -4.73
C -2.08 -4.62 0.67
C -1.98 -3.13 1.00
C 1.95 3.61 -1.01
N -4.33 -0.55 -2.41
C 5.92 -2.50 1.95
H -2.74 -6.80 -0.55
H 7.24 2.22 2.68
H -1.87 2.99 -0.22
N 4.85 1.40 1.49
Br 3.55 -1.31 5.16
C 0.65 0.36 0.33
O -3.00 4.67 -0.45
C -2.81 3.40 0.17
H 2.99 1.22 5.24
H -3.86 1.07 1.20
H 4.52 2.23 0.99
H -4.17 0.06 -1.60
H -0.95 0.93 -5.59
H 5.49 -2.52 2.96
H -0.52 0.70 -1.45
H -0.08 0.72 -3.98
C -2.02 -6.24 -1.14
C -2.08 5.58 0.14
H -5.26 2.06 -4.46
H -6.18 2.52 -0.33
O 2.00 0.47 -0.06
C -5.31 2.99 0.13
O 5.79 -1.30 1.25
C -4.23 0.22 -3.67
H -1.03 -6.68 -1.02
H -5.30 -0.82 -2.39
H -3.84 2.45 -1.37
H -5.45 2.93 1.21
H -1.84 -1.90 2.77
H 1.40 -2.41 1.12
Cl 1.48 3.28 -2.70
H -1.21 -5.12 1.11
Cl 2.53 -4.48 0.61
H 6.88 3.10 1.15
O -2.02 -4.87 -0.75
N -3.71 1.09 0.19
H -1.04 5.24 0.16
H 7.64 -0.48 1.57
H -5.28 4.04 -0.17
Br 0.48 -0.14 3.85
C -3.93 2.46 -0.28
H -1.15 -3.49 2.98
N -3.09 -2.37 0.42
C 6.21 1.04 1.10
C -0.33 -0.14 -0.76
H -0.99 -2.76 0.71
O 2.14 -0.19 -3.28
H 4.23 0.78 4.05
C 2.29 0.45 3.30
H 2.80 3.01 -0.72
H -1.32 -0.29 -0.30
H -2.99 1.53 -4.74
H 6.35 0.86 0.03
C 3.25 0.52 4.46
H -5.54 1.66 -2.80
H -6.37 0.76 -3.96
C -5.39 1.21 -3.79
H -2.91 -3.22 3.04
Ba -2.39 -2.53 -2.42
C 2.08 -3.09 1.61
V 2.18 -0.81 -1.81
H 4.23 0.71 1.06
O 2.88 -2.20 -1.81
H -2.84 3.47 1.26
H -2.58 1.53 -3.05
H -3.19 -1.46 0.87
H 0.30 1.36 0.62
C -1.98 -2.96 2.51
H -0.25 -0.62 -5.10
C 6.58 -0.26 1.79
H 6.52 -0.22 2.89
C -2.87 0.88 -3.88
H -2.40 5.89 1.13
H 5.26 -3.23 1.46
O -0.05 -1.27 -1.58
H -2.73 0.83 0.07
H 2.09 1.45 2.93
H 6.91 -2.95 1.94
C 7.16 2.15 1.60
Cl 1.42 -3.61 3.20
O -1.94 -0.18 -4.07
H -4.45 -0.53 -4.44
H -2.07 6.50 -0.45
H 2.68 -0.21 2.53
H -2.35 -6.26 -2.18
Cl 2.17 5.35 -0.74
H 8.13 1.95 1.14
H 0.57 -0.31 1.19
H 1.12 3.32 -0.37
H 2.98 -2.54 1.89

***

| no. | HOMO level (eV) | LUMO (eV) |
| --- | --- | --- |
| 1 | -5.73 | 2.327 |
| 2 | -11.09 | -3.445 |